14
Properties=species:S:1:pos:R:3 method="wB97M-V/def2-TZVPD" smiles="C[C@H]1C=CNC1=O" homo_energy_ev=-9.2 total_energy_ev=-8835.28972 homo_lumo_gap_ev=9.9 e_lumo_ev=0.75
C -1.86 0.25 0.03
C -0.39 0.15 -0.32
C 0.61 1.01 0.42
C 1.76 0.35 0.50
N 1.66 -0.98 -0.03
C 0.25 -1.21 -0.17
O -0.28 -2.29 -0.22
H -2.18 1.30 0.11
H -2.04 -0.23 0.99
H -2.47 -0.25 -0.72
H -0.19 0.29 -1.41
H 0.40 2.00 0.82
H 2.68 0.65 0.98
H 2.04 -1.02 -0.98